Record 1
C26H56ClNO21PS5 | ωB97M-V/def2-TZVPD

Values from the calculation:
LUMO level, eV: -5.1365
HOMO energy, hartree: -0.446
Orbital gap, eV: 7.013
Maximum force, eV/Å: 9.593

```
! wB97M-V def2-TZVPD RIJCOSX def2/J DEFGRID3
* xyz 1 1
C 4.33794 -0.95596 -2.15189
C 3.60849 -1.25526 -3.58949
O 2.32083 -1.96208 -3.50190
C 2.19631 -2.75188 -2.26710
C 0.84936 -3.71898 -2.48624
O -0.07111 -3.20252 -3.51554
N -1.05914 -2.53887 -2.84464
C -0.78529 -1.06419 -2.56470
C -1.85107 -0.08838 -1.74883
C -3.25872 -0.76760 -1.24766
P -4.48641 0.34953 -0.27152
O -4.67351 -0.44557 1.28503
Cl -3.56385 2.22687 0.19638
C -3.55223 -2.37640 -1.56566
O -4.81483 -3.03961 -1.11491
C -2.36963 -3.20666 -2.39871
C -2.64914 -4.81599 -2.72309
C -2.56580 -5.15593 -4.35311
O -1.97965 -6.27447 -4.81151
O -3.21913 -4.15018 -5.23979
H 3.60184 -0.43343 -1.37491
H 5.18336 -0.14002 -2.35737
H 4.82650 -1.90230 -1.65267
H 4.39027 -1.75322 -4.32293
H 3.36500 -0.18781 -4.06542
H 3.09566 -3.48735 -2.11913
H 1.94265 -2.10649 -1.30283
H 1.11999 -4.84079 -2.68177
H 0.23879 -3.70014 -1.46257
H 0.20096 -0.54832 -2.93709
H -1.54528 1.05006 -1.56681
H -4.21953 0.08502 2.00372
H -5.50382 -2.31265 -1.00704
H -1.77804 -5.39520 -2.15707
H -3.69270 -5.15084 -2.27738
H -4.03954 -3.88098 -4.72549
O -4.80160 3.09185 5.78293
S -6.20011 3.05610 5.41545
O -6.87818 1.81989 5.08692
O -6.46309 4.13107 4.21911
C -5.68823 4.02907 3.03175
C -6.15262 2.87633 2.16109
C -7.13941 3.88536 6.67365
H -4.62278 3.94168 3.27092
H -5.81953 4.96745 2.48120
H -5.96428 1.91488 2.64672
H -5.62664 2.87761 1.20257
H -7.23015 2.93997 1.97745
H -6.66239 4.83857 6.90286
H -7.14932 3.24732 7.55994
H -8.15904 4.03460 6.31292
O -1.54030 -5.04330 1.63371
S -2.32938 -5.55620 2.73209
O -3.17556 -6.72262 2.59302
O -3.21256 -4.34150 3.36491
C -4.07270 -3.60695 2.50396
C -5.32135 -4.39678 2.15820
C -1.26217 -5.80968 4.12845
H -3.53936 -3.29201 1.60042
H -4.36342 -2.69695 3.04087
H -5.07768 -5.27406 1.55263
H -6.02499 -3.78155 1.59092
H -5.81441 -4.75806 3.06661
H -0.64622 -4.92138 4.27068
H -0.63062 -6.67473 3.91508
H -1.87484 -6.00654 5.01045
O 4.49271 -0.55841 -6.39639
S 4.94181 -1.06459 -7.67476
O 6.34543 -1.23986 -7.98306
O 4.24964 -0.19242 -8.86479
C 4.42031 1.21878 -8.86010
C 5.81240 1.61282 -9.31762
C 4.10708 -2.59686 -8.00401
H 4.19551 1.63277 -7.87111
H 3.68455 1.63339 -9.55841
H 6.57054 1.28305 -8.60195
H 5.89492 2.69838 -9.41854
H 6.05041 1.14551 -10.27876
H 3.04102 -2.46838 -7.81500
H 4.51911 -3.35395 -7.33339
H 4.28898 -2.88253 -9.04195
O 3.54664 -0.89501 1.28810
S 3.90173 -1.14548 2.66771
O 2.95303 -1.67998 3.62175
O 4.57449 0.19932 3.29609
C 3.84146 1.41590 3.23907
C 2.72280 1.44052 4.26400
C 5.35651 -2.16300 2.70409
H 3.45732 1.58955 2.22798
H 4.54587 2.22571 3.46022
H 1.95764 0.69513 4.03026
H 2.24034 2.42137 4.28835
H 3.10745 1.20667 5.26210
H 6.09698 -1.74873 2.01940
H 5.07087 -3.16784 2.38567
H 5.74132 -2.19313 3.72538
O 1.73045 4.98702 3.28079
S 1.85025 6.27363 2.63085
O 2.99610 6.62109 1.81708
O 1.61563 7.45028 3.73376
C 2.43088 7.46228 4.89817
C 3.83030 7.96329 4.59297
C 0.38292 6.56575 1.67448
H 2.45687 6.47066 5.36297
H 1.95685 8.14237 5.61488
H 4.36453 7.26722 3.94046
H 4.41134 8.07560 5.51232
H 3.79166 8.92702 4.07474
H -0.49087 6.34695 2.28874
H 0.40942 5.90110 0.80832
H 0.37810 7.60613 1.34339
*
```



Record 2
C34H40BF3GdN6P2Sb | ωB97M-V/def2-TZVPD

Values from the calculation:
LUMO level (spin up / spin down), eV: -8.2760 / -5.0302
<S²>: 15.91
HOMO energy (spin up / spin down), hartree: -0.488 / -0.488
Orbital gap (spin up / spin down), eV: 5.007 / 8.257
Relative energy (zero: lowest compared OMol25 entry of this formula, charge and spin), kcal/mol: 26.0
Maximum force, eV/Å: 3.022

```
! wB97M-V def2-TZVPD RIJCOSX def2/J DEFGRID3
* xyz 2 8
Gd 0.90445 -1.42133 -0.35137
B 3.58297 -0.44648 -1.40725
N 2.64436 -0.25375 -2.58254
C 2.85458 -0.29537 -3.88637
C 1.65766 -0.13743 -4.54955
C 0.73433 0.06971 -3.52828
N 1.34667 -0.04138 -2.31374
N 3.76817 -1.94984 -1.23988
C 4.89460 -2.71185 -1.30975
C 4.56656 -3.99573 -0.94329
C 3.19361 -3.98704 -0.66421
N 2.73844 -2.75306 -0.89884
H 4.65412 0.00172 -1.44260
H 2.94116 -0.05995 -0.45570
H 3.83243 -0.37837 -4.28257
H 1.45883 0.10936 -5.56928
H -0.31703 0.36374 -3.55526
H 5.83251 -2.25975 -1.62593
H 5.20100 -4.81632 -0.93344
H 2.50737 -4.79925 -0.38232
C -3.16396 -0.89406 1.18818
P -2.28434 -1.02123 -0.42646
C -2.80943 0.52880 -1.25023
C -3.20347 -2.29822 -1.31918
C -4.55269 -2.09347 -1.54187
C -5.35419 -3.14710 -1.96900
C -4.77253 -4.28923 -2.41779
C -3.39263 -4.45824 -2.33281
C -2.60003 -3.50385 -1.71740
P -0.82630 -3.81848 -1.37791
C -0.15174 -4.63644 -2.79120
C -0.94357 -5.12589 -0.04776
H -4.27717 -1.03539 1.13183
H -3.01140 0.14562 1.45343
H -2.75146 -1.57119 1.97443
H -3.30593 0.26495 -2.20151
H -1.95258 1.17025 -1.51837
H -3.43299 1.06359 -0.56355
H -5.08718 -1.21402 -1.27755
H -6.39991 -2.97329 -2.04754
H -5.35971 -5.02937 -2.91755
H -2.94509 -5.40710 -2.67000
H -0.50500 -5.66277 -2.99443
H 0.92147 -4.61973 -2.59423
H -0.25914 -3.98955 -3.71660
H -1.33863 -6.02542 -0.51751
H -1.52935 -4.67405 0.72322
H 0.02522 -5.40298 0.32972
N 2.30476 -1.13807 1.77427
N 1.06457 -1.53715 2.45534
H 2.94986 -1.90781 1.88383
H 2.65581 -0.31781 2.22064
H 0.59805 -0.66829 2.72799
H 1.22428 -2.04961 3.32142
F -4.76026 4.09610 4.27987
C -3.76811 3.62532 3.59107
C -3.12404 4.46940 2.72147
C -1.97305 4.09163 1.99682
C -1.51585 2.78906 2.13943
C -2.16139 1.92279 3.05732
C -3.25809 2.34654 3.85419
Sb 0.13130 2.05556 0.94928
C 0.36704 3.78125 -0.25946
C 0.00285 3.69023 -1.60161
C 0.08648 4.76104 -2.41085
C 0.71343 5.95147 -1.93508
F 0.92274 6.89526 -2.85351
C 1.05550 6.10027 -0.62163
C 0.92187 4.99929 0.22360
C 1.59927 2.30815 2.47042
C 1.22887 2.29916 3.81012
C 2.14071 2.12370 4.84113
C 3.53095 1.97367 4.51593
F 4.46198 1.80748 5.46382
C 3.92740 1.95983 3.20815
C 2.98138 2.13512 2.18409
H -3.51947 5.45847 2.58127
H -1.50898 4.80617 1.29532
H -1.82879 0.92369 3.29614
H -3.71809 1.76261 4.61723
H -0.45824 2.79062 -2.02044
H -0.14504 4.71997 -3.48275
H 1.55180 6.99817 -0.25593
H 1.23672 5.06425 1.24932
H 0.20509 2.48778 4.02971
H 1.77991 1.87514 5.86804
H 5.00991 1.94159 2.96839
H 3.35376 2.08819 1.17745
*
```



Record 3
C5H10ClN2OP | ωB97M-V/def2-TZVPD

Values from the calculation:
LUMO level, eV: -0.0874
HOMO energy, hartree: -0.367
Orbital gap, eV: 9.893
Relative energy (zero: lowest compared OMol25 entry of this formula, charge and spin), kcal/mol: 52.0
Maximum force, eV/Å: 3.688

```
! wB97M-V def2-TZVPD RIJCOSX def2/J DEFGRID3
* xyz 0 1
C 2.77815 -0.05684 0.67190
C -1.57220 -0.74089 -1.13008
C -1.94216 1.41566 0.10431
C -0.55050 -0.52086 1.26409
C -1.04113 0.17915 0.01087
N 2.75808 0.37230 1.75653
N 3.71757 0.13508 -1.95820
O 0.21010 -1.61451 0.94946
P 2.70583 -0.70323 -1.09848
Cl 0.54621 0.76651 -0.90936
H -1.66412 -0.14446 -2.02355
H -0.78765 -1.54403 -1.20096
H -2.49592 -1.23362 -0.68187
H -2.93535 1.36316 -0.30311
H -1.40343 2.27529 -0.36331
H -1.93743 1.64326 1.22756
H -1.46811 -0.66395 1.86356
H 0.05784 0.26319 1.75143
H 4.25306 0.91402 -1.53269
H 0.77117 -2.10525 1.60189
*
```



Record 4
C29H84F6N6O11P | ωB97M-V/def2-TZVPD

Values from the calculation:
LUMO level, eV: 2.4217
HOMO energy, hartree: -0.172
Orbital gap, eV: 7.112
Relative energy (zero: lowest compared OMol25 entry of this formula, charge and spin), kcal/mol: 70.9
Maximum force, eV/Å: 3.364

```
! wB97M-V def2-TZVPD RIJCOSX def2/J DEFGRID3
* xyz -1 1
P -0.05292 0.44204 0.46407
F -1.70525 0.66737 0.55161
F 0.05481 1.44607 -0.82752
F 0.25941 1.71082 1.38037
F 1.50988 0.07262 0.38461
F -0.05158 -0.49435 1.84987
F -0.19822 -0.83902 -0.50810
C -2.47311 -2.34640 4.21983
O -2.34072 -2.76027 5.56300
H -1.54322 -2.12916 3.69428
H -2.90642 -3.14015 3.61131
H -3.22383 -1.55790 4.27247
H -1.50740 -2.38599 5.85811
C -2.80887 -2.50910 -0.04641
O -1.82391 -3.26796 -0.75791
H -3.79863 -2.96412 -0.08411
H -2.56961 -2.32640 1.00120
H -2.87120 -1.58524 -0.62149
H -1.45100 -3.76679 -0.02735
C 4.18088 1.18966 2.64239
O 3.12140 2.07269 2.22755
H 5.05789 1.81648 2.80382
H 3.71082 0.70719 3.49934
H 4.23854 0.59632 1.72986
H 2.33064 1.62302 1.92079
C 2.64545 5.12175 4.21286
C 1.24657 4.52291 3.96540
C 0.80325 4.68774 2.48267
O -0.66194 4.60668 2.34389
C -1.09703 4.63530 1.00580
N 1.13240 3.11726 4.21159
H 2.65127 6.14351 3.83328
H 3.41410 4.53013 3.71562
H 2.86306 5.12612 5.28091
H 0.52039 5.00897 4.61695
H 1.31939 4.07684 1.74207
H 1.04732 5.67098 2.08043
H -0.47985 3.83982 0.58820
H -0.88993 5.60653 0.55645
H -2.13455 4.30420 0.96069
H 0.35328 2.82948 3.63690
H 1.94611 2.62696 3.86870
C -0.77363 4.72932 -2.77458
C 0.65380 4.27830 -2.99135
C 1.51309 4.44097 -1.72190
O 2.81632 3.99618 -2.07727
C 3.60650 3.85747 -0.84293
N 0.64108 2.92353 -3.41861
H -1.21961 4.35519 -1.85304
H -1.42881 4.33612 -3.55189
H -0.92673 5.80113 -2.64849
H 1.06561 4.90257 -3.78432
H 1.15886 3.74818 -0.95858
H 1.53709 5.43946 -1.28538
H 3.39712 2.92037 -0.32705
H 3.52371 4.73629 -0.20346
H 4.62406 3.59971 -1.13656
H 1.59597 2.60317 -3.34342
H 0.37077 2.84898 -4.38891
C 4.20012 0.75284 -2.97814
C 3.75758 -0.66337 -2.51069
C 4.41416 -1.01374 -1.15763
O 3.75181 -2.14925 -0.58281
C 4.29053 -2.75202 0.56870
N 2.26190 -0.62775 -2.47976
H 3.93672 1.51753 -2.24741
H 3.89034 0.99129 -3.99562
H 5.28863 0.80732 -2.96122
H 4.16407 -1.41647 -3.18575
H 4.23193 -0.14904 -0.51951
H 5.49003 -1.17824 -1.21738
H 4.51371 -2.03440 1.35820
H 5.22363 -3.20327 0.23137
H 3.69872 -3.63302 0.81712
H 2.14017 0.28729 -2.06993
H 2.06775 -1.11745 -1.61802
C -2.54161 1.03050 -2.52665
C -1.94012 -0.14160 -3.41547
C -2.07046 0.11901 -4.89710
O -1.18931 -0.76776 -5.61944
C -1.42180 -0.67218 -7.11388
N -0.51738 -0.16191 -3.06516
H -2.97709 0.66803 -1.59549
H -3.44807 1.22207 -3.10085
H -1.92243 1.91773 -2.39413
H -2.48425 -1.08165 -3.32415
H -1.68016 1.09552 -5.18379
H -3.11816 0.17333 -5.19283
H -0.94475 -1.45247 -7.70691
H -0.96564 0.23877 -7.50142
H -2.48414 -0.62559 -7.35336
H -0.51875 -0.24375 -2.05848
H -0.27608 0.81878 -3.05340
C -5.18683 1.04336 2.23526
C -6.32466 -0.00840 2.21818
C -6.88747 -0.19641 0.83197
O -5.86303 -0.70124 0.00864
C -6.24865 -1.36258 -1.13520
N -5.82211 -1.19841 2.90515
H -4.71117 1.14410 3.21080
H -5.56646 2.02162 1.94030
H -4.37393 0.80866 1.54808
H -7.21473 0.35216 2.73381
H -7.27877 0.75332 0.46725
H -7.69264 -0.92750 0.75932
H -6.67602 -2.28847 -0.75025
H -5.46790 -1.56558 -1.86822
H -7.09072 -0.94148 -1.68447
H -6.33424 -2.00499 2.57767
H -4.88298 -1.38345 2.58281
C 0.99914 -5.78961 2.10871
C 0.39019 -4.37346 2.41659
C 1.00751 -3.85939 3.69405
O 2.33408 -3.41494 3.48338
C 2.93565 -2.57548 4.43550
N 0.46182 -3.54314 1.24460
H 0.47762 -6.35216 1.33433
H 0.78175 -6.31276 3.03991
H 2.08832 -5.82248 2.08208
H -0.66299 -4.44183 2.68903
H 0.80686 -4.44003 4.59443
H 0.67654 -2.85295 3.95025
H 2.75255 -2.96973 5.43508
H 2.57571 -1.55087 4.34221
H 3.99400 -2.62713 4.17992
H 0.14864 -2.62922 1.53918
H 1.45939 -3.39835 1.30783
C 0.69760 -4.06290 -2.31696
C 2.08514 -4.18409 -2.88348
O 2.24096 -3.43055 -4.13716
O 0.29871 -2.75416 -2.30801
H 0.69965 -4.39592 -1.27908
H -0.08188 -4.56140 -2.89317
H 2.32161 -5.22025 -3.12550
H 2.89066 -3.94646 -2.18866
H 2.92714 -3.98317 -4.51845
H -0.47857 -2.85091 -1.75297
*
```



| no. | energy (hartree) |
| --- | --- |
| 1 | -5450.7875 |
| 2 | -3660.7013 |
| 3 | -1182.7352 |
| 4 | -3252.0016 |